ORCA calculation (the ωB97M-V functional and the def2-TZVPD basis) on a structure of composition C33H38NOS in a non-equilibrium geometry.

```
! RIJCOSX wB97M-V def2-TZVPD def2/J DEFGRID3
* xyz -1 1
C 1.642 -5.787 -3.636
N 2.187 -5.002 -2.539
C 3.333 -5.598 -1.881
C 1.632 -3.834 -2.100
C 2.332 -3.010 -1.161
C 1.710 -1.886 -0.644
C 0.354 -1.536 -0.970
C -0.254 -0.340 -0.397
C 0.048 -0.040 1.008
C -0.414 1.210 1.489
C -0.095 1.759 2.705
C -0.745 3.087 3.177
C -1.554 2.820 4.434
C -1.663 3.666 2.104
C 0.295 4.140 3.523
C 0.876 1.052 3.560
O 1.263 1.598 4.625
C 1.340 -0.288 3.125
C 2.383 -1.035 4.016
C 3.584 -0.156 4.371
C 2.914 -2.282 3.323
C 1.730 -1.436 5.337
C 0.822 -0.831 1.955
C -0.258 -2.298 -1.994
C 0.343 -3.416 -2.553
H 0.943 -5.198 -4.237
H 2.475 -6.105 -4.289
H 1.133 -6.691 -3.254
H 3.423 -5.239 -0.847
H 3.186 -6.689 -1.871
H 4.276 -5.381 -2.415
H 3.347 -3.273 -0.846
H 2.305 -1.254 0.011
H -0.421 0.574 -1.104
H -1.121 1.703 0.823
H -0.896 2.474 5.231
H -2.058 3.729 4.766
H -2.310 2.056 4.247
H -1.103 3.881 1.189
H -2.478 2.976 1.864
H -2.112 4.602 2.447
H 0.914 4.371 2.657
H -0.197 5.060 3.846
H 0.934 3.783 4.328
H 3.236 0.723 4.918
H 4.279 -0.726 5.000
H 4.114 0.160 3.467
H 2.134 -3.033 3.188
H 3.355 -2.048 2.351
H 3.701 -2.735 3.934
H 0.855 -2.067 5.152
H 2.448 -1.989 5.953
H 1.414 -0.532 5.867
H 1.034 -1.894 1.760
H -1.242 -1.973 -2.312
H -0.188 -3.976 -3.329
C -2.954 2.670 -6.971
C -2.808 1.629 -6.060
C -3.038 1.814 -4.661
C -3.703 3.047 -4.258
C -3.888 4.068 -5.217
C -3.474 3.904 -6.538
C -4.039 3.227 -2.875
C -3.564 2.343 -1.931
C -2.834 1.159 -2.279
S -2.449 0.075 -1.006
C -2.648 0.889 -3.657
H -2.661 2.559 -8.014
H -2.453 0.649 -6.395
H -4.322 5.003 -4.849
H -3.584 4.742 -7.228
H -4.709 4.058 -2.623
H -3.792 2.407 -0.867
H -2.269 -0.091 -3.944
*
```

Values from the calculation:
Total energy in Ha: -1808.45347
Relative energy (zero: lowest compared OMol25 entry of this formula, charge and spin) in eV: 0.715

ORCA calculation (the ωB97M-V functional and the def2-TZVPD basis) on a structure of composition C30H26Cl2LuP in a non-equilibrium geometry.

```
! RIJCOSX wB97M-V def2-TZVPD def2/J DEFGRID3
* xyz 0 1
C -1.519 -1.816 2.495
C -0.617 -0.719 2.615
C -1.315 0.487 2.285
H 0.407 -0.790 2.979
C -2.662 0.126 1.969
C -2.789 -1.291 2.087
H -3.718 -1.858 1.991
H -1.310 -2.859 2.734
H -0.945 1.507 2.402
H -3.492 0.812 1.800
Lu -1.304 -0.909 0.277
Cl -2.445 0.382 -1.412
P 0.807 1.202 -0.499
C 0.691 2.958 0.053
C 1.800 3.696 0.506
H 2.758 3.203 0.670
C 1.687 5.070 0.742
H 2.565 5.628 1.074
C 0.464 5.717 0.553
H 0.384 6.792 0.723
C -0.655 4.981 0.141
H -1.613 5.484 0.004
C -0.552 3.609 -0.096
H -1.423 3.032 -0.413
C 2.494 0.802 0.107
C 2.627 0.481 1.473
H 1.743 0.460 2.115
C 3.882 0.210 2.012
H 3.972 -0.058 3.067
C 5.027 0.286 1.204
H 6.011 0.088 1.633
C 4.903 0.621 -0.147
H 5.788 0.696 -0.782
C 3.640 0.861 -0.702
H 3.552 1.100 -1.763
C 1.123 1.462 -2.294
C 1.471 2.707 -2.848
H 1.478 3.605 -2.229
C 1.813 2.805 -4.201
H 2.097 3.777 -4.611
C 1.791 1.672 -5.018
H 2.071 1.749 -6.070
C 1.404 0.437 -4.480
H 1.375 -0.448 -5.117
C 1.056 0.330 -3.134
H 0.733 -0.630 -2.724
Cl -5.116 -2.861 -0.240
C -4.210 -4.194 0.301
C -4.852 -5.223 0.978
C -4.115 -6.176 1.691
C -2.723 -6.100 1.664
C -2.078 -5.113 0.929
C -2.792 -4.164 0.143
C -2.106 -3.158 -0.649
H -5.941 -5.268 0.983
H -4.612 -6.936 2.277
H -2.131 -6.847 2.190
H -0.996 -5.037 0.957
H -1.028 -3.390 -0.763
H -2.555 -2.988 -1.632
*
```

Values from the calculation:
Total energy in Ha: -3656.10984

ORCA calculation (the ωB97M-V functional and the def2-TZVPD basis) on a structure of composition C16H11Cl5CoN2O4Se.

```
! RIJCOSX wB97M-V def2-TZVPD def2/J DEFGRID3
* xyz -1 5
Co -0.862 0.265 0.014
N -2.227 1.417 -1.240
C -1.677 2.765 -1.437
C -0.813 3.173 -0.252
O -0.605 4.366 -0.034
N -0.349 2.112 0.416
C 0.405 2.282 1.638
C 0.128 1.086 2.524
O 0.346 1.125 3.721
O -0.322 0.035 1.883
H -2.360 0.906 -2.105
H -3.119 1.440 -0.760
H -2.439 3.528 -1.588
H -1.036 2.752 -2.319
H 0.177 3.213 2.151
H 1.482 2.266 1.437
Cl -3.670 -6.336 0.852
C -3.069 -4.837 0.233
C -3.317 -3.644 0.907
Cl -4.239 -3.636 2.368
C -2.828 -2.453 0.399
Cl -3.092 -0.947 1.205
C -2.074 -2.372 -0.791
O -1.649 -1.245 -1.255
C -1.850 -3.597 -1.454
Cl -0.949 -3.539 -2.925
C -2.332 -4.799 -0.952
Cl -2.010 -6.270 -1.800
Se 1.074 -0.597 -1.210
C 2.600 0.307 -0.514
C 3.597 -0.424 0.135
C 4.745 0.212 0.590
C 4.901 1.581 0.417
C 3.907 2.316 -0.216
C 2.763 1.684 -0.684
H 3.461 -1.488 0.283
H 5.514 -0.362 1.093
H 5.791 2.077 0.785
H 4.018 3.386 -0.343
H 1.980 2.252 -1.171
*
```

Values from the calculation:
⟨S²⟩: 6.018
Total energy in Ha: -7112.09627
Relative energy (zero: lowest compared OMol25 entry of this formula, charge and spin) in eV: 0.596

ORCA calculation (the ωB97M-V functional and the def2-TZVPD basis) on a cluster of 5 separate species, C26H64B2F5N5O11S in total in a non-equilibrium geometry.

```
! RIJCOSX wB97M-V def2-TZVPD def2/J DEFGRID3
* xyz 0 1
C 3.825 -1.055 -0.367
C 3.247 0.072 -1.247
B 1.684 0.022 -1.406
O 1.168 -0.383 -2.607
C 0.702 0.496 -0.188
C 1.247 1.813 0.368
C 1.386 2.943 -0.643
C 0.639 4.197 -0.155
O 2.773 3.232 -0.777
O 0.715 -0.405 0.905
C 0.589 -1.782 0.559
C 0.039 -2.522 1.766
N -0.491 -3.827 1.328
B -1.955 -3.863 1.474
O -2.562 -3.799 2.702
O -2.733 -3.952 0.317
S -1.042 0.660 -0.699
O -1.322 1.964 -1.225
O -1.478 -0.430 -1.518
C -2.148 0.504 0.829
F -2.269 -0.784 1.204
F -3.347 0.916 0.357
C -1.830 1.396 2.052
F -2.933 1.382 2.849
F -1.610 2.669 1.658
F -0.800 0.936 2.771
H 4.897 -1.098 -0.518
H 3.661 -0.856 0.685
H 3.433 -2.031 -0.623
H 3.591 1.015 -0.840
H 3.680 -0.034 -2.233
H 1.143 -1.334 -2.720
H 2.228 1.590 0.763
H 0.646 2.110 1.215
H 0.958 2.713 -1.615
H 1.099 5.104 -0.530
H 0.578 4.237 0.924
H -0.374 4.173 -0.540
H 2.852 4.024 -1.304
H 1.550 -2.225 0.333
H -0.098 -1.949 -0.266
H 0.868 -2.698 2.443
H -0.661 -1.904 2.318
H -0.121 -4.514 1.975
H -3.379 -3.303 2.660
H -3.191 -3.117 0.205
C -6.212 -6.343 -4.195
O -5.674 -5.298 -4.980
C -5.152 -4.202 -4.254
C -3.714 -4.390 -3.751
C -3.603 -5.296 -2.530
N -2.823 -4.894 -4.802
H -6.696 -5.959 -3.292
H -5.445 -7.071 -3.917
H -6.959 -6.857 -4.799
H -5.159 -3.362 -4.954
H -5.827 -3.937 -3.429
H -3.353 -3.400 -3.456
H -3.723 -6.349 -2.787
H -2.624 -5.186 -2.069
H -4.352 -5.039 -1.778
H -2.816 -4.237 -5.577
H -3.248 -5.731 -5.189
C 5.384 -2.548 -3.484
O 6.224 -1.463 -3.137
C 7.444 -1.388 -3.848
C 7.345 -0.700 -5.217
C 6.729 -1.578 -6.301
N 6.607 0.564 -5.153
H 5.954 -3.446 -3.737
H 4.723 -2.285 -4.314
H 4.760 -2.766 -2.617
H 8.108 -0.791 -3.217
H 7.896 -2.384 -3.936
H 8.370 -0.472 -5.526
H 5.648 -1.664 -6.191
H 6.917 -1.146 -7.283
H 7.157 -2.582 -6.288
H 7.075 1.193 -4.506
H 5.711 0.377 -4.713
C -8.058 -0.608 4.132
O -6.765 -0.279 3.659
C -6.341 1.044 3.925
C -5.742 1.256 5.323
C -6.785 1.336 6.433
N -4.758 0.226 5.669
H -8.738 0.246 4.065
H -8.028 -0.973 5.161
H -8.443 -1.409 3.502
H -5.559 1.250 3.191
H -7.156 1.753 3.730
H -5.220 2.218 5.297
H -7.192 0.356 6.681
H -6.336 1.736 7.341
H -7.613 1.989 6.151
H -4.007 0.241 4.985
H -5.201 -0.679 5.533
C 2.484 4.481 3.711
O 3.181 4.447 2.481
C 3.192 5.662 1.758
C 4.273 6.660 2.194
C 3.944 7.397 3.488
N 5.589 6.030 2.329
H 1.608 5.135 3.659
H 3.131 4.801 4.531
H 2.148 3.466 3.927
H 3.391 5.376 0.723
H 2.194 6.122 1.776
H 4.343 7.411 1.401
H 4.079 6.763 4.364
H 4.604 8.255 3.609
H 2.915 7.762 3.485
H 5.858 5.624 1.437
H 5.484 5.227 2.943
*
```

Values from the calculation:
SMILES: CCB(O)[C@](C[C@@H](C)O)(OCCNB(O)O)S(=O)(=O)C(F)(F)C(F)(F)F.COC[C@@H](C)N.COC[C@@H](C)N.COC[C@@H](C)N.COC[C@@H](C)N
Total energy in Ha: -3077.70030

ORCA calculation (the ωB97M-V functional and the def2-TZVPD basis) on a cluster of 2 separate species, C3H6N3O3 in total in a non-equilibrium geometry.

```
! RIJCOSX wB97M-V def2-TZVPD def2/J DEFGRID3
* xyz -1 1
C 0.839 -0.297 -0.875
C -1.318 0.473 0.116
C 0.891 1.875 0.437
N -1.242 -3.479 -0.408
N 0.127 0.700 -0.012
N -0.352 -3.031 0.094
O 0.189 -1.243 -1.316
O 1.976 0.002 -1.136
O 0.419 -2.780 0.928
H -1.458 0.499 1.189
H -1.768 1.393 -0.269
H -1.386 -0.383 -0.403
H 1.799 1.400 0.479
H 0.832 2.802 -0.313
H 0.451 2.070 1.491
*
```

Values from the calculation:
Total energy in Ha: -507.85865
Relative energy (zero: lowest compared OMol25 entry of this formula, charge and spin) in eV: 2.362

ORCA calculation (the ωB97M-V functional and the def2-TZVPD basis) on the molecule C6H11N in a non-equilibrium geometry.

```
! RIJCOSX wB97M-V def2-TZVPD def2/J DEFGRID3
* xyz 0 1
C -1.643 -0.660 -1.110
C -0.761 -1.422 -0.092
C -0.324 -0.781 1.318
C 0.371 0.556 1.199
C 1.538 0.478 0.386
N 1.573 0.604 -1.114
C 1.352 1.949 -0.765
H -1.061 0.238 -1.429
H -1.758 -1.165 -2.080
H -2.587 -0.197 -0.729
H -1.321 -2.394 0.117
H 0.211 -1.718 -0.621
H -1.292 -0.814 2.023
H 0.407 -1.567 1.752
H 0.304 1.429 1.970
H 2.594 0.423 0.777
H 0.309 2.283 -0.562
H 2.086 2.758 -1.042
*
```

Values from the calculation:
Total energy in Ha: -289.68905
Relative energy (zero: lowest compared OMol25 entry of this formula, charge and spin) in eV: 7.691